C8H19ClN2O8PS2 | ωB97M-V/def2-TZVPD

Properties
Charge: +1
Gap between HOMO and LUMO: 7.93 eV
Relative energy (zero: lowest compared OMol25 entry of this formula, charge and spin): 0.0 kcal/mol

Last column: natural (NBO) charge in e.
Element x y z (Å)
C (-1.21, -0.43, -1.89)  -0.1035
C (1.23, 2.59, 4.28)  -0.2232
O (-0.69, 0.74, -2.55)  -0.6824
H (-0.38, -1.11, -1.69)  0.1963
O (-0.77, 3.04, -1.75)  -0.8750
H (0.42, 2.70, 3.58)  0.2409
N (0.93, 1.27, 5.02)  -0.5215
H (-3.54, -3.16, -6.52)  0.2230
C (-1.61, -3.74, -5.69)  -0.1038
H (1.00, 1.99, 1.48)  -0.0448
C (-2.95, -3.04, -5.62)  -0.0985
C (2.60, 2.37, 3.60)  -0.5675
Cl (1.04, -0.39, 2.92)  0.0375
H (-2.79, 0.56, -0.79)  0.2017
O (-1.25, -3.94, -4.31)  -0.6886
H (-1.90, -0.66, 0.15)  0.2114
H (-0.06, 1.05, 4.90)  0.4594
O (-2.55, -3.33, -2.33)  -0.9312
S (-0.18, 1.79, -1.47)  2.5515
H (-1.94, -0.93, -2.53)  0.2352
H (-0.85, -3.14, -6.18)  0.2195
H (1.26, 3.41, 4.97)  0.2540
H (3.88, 0.52, 3.71)  0.2754
C (-1.82, 0.10, -0.62)  -0.0983
C (3.05, 1.02, 4.18)  -0.4321
H (3.34, 1.22, 5.21)  0.2183
O (1.22, 1.64, -1.30)  -0.9214
O (-2.76, -5.60, -3.27)  -0.8821
H (3.26, 1.84, 1.04)  -0.0232
H (1.89, -0.62, 5.02)  0.2522
C (1.80, 0.24, 4.37)  -0.0569
H (3.33, 3.14, 3.76)  0.2909
P (2.27, 2.52, 1.77)  1.3140
H (2.93, 4.34, 0.80)  0.3937
O (-3.63, -3.68, -4.52)  -0.6834
S (-2.57, -4.21, -3.45)  2.5554
O (-0.90, 1.13, -0.19)  -0.7123
H (-1.69, -4.71, -6.17)  0.2029
H (1.22, 1.39, 5.99)  0.4456
H (-2.84, -1.98, -5.38)  0.1901
N (2.22, 4.06, 1.46)  -1.3195


C8H19FN5 | ωB97M-V/def2-TZVPD

Properties
Charge: +1
<S²>: 2.0331
Gap between HOMO and LUMO (spin up / spin down): 6.70 / 6.41 eV
2S+1: 3

Last column: natural (NBO) charge in e.
Element x y z (Å)
H (1.88, 0.16, 1.35)  0.4367
H (-0.58, -2.12, -1.83)  0.2219
H (-3.31, -1.56, 0.83)  0.2344
H (-0.56, 3.23, 0.64)  0.2280
C (-0.20, -1.40, 0.50)  0.1409
H (-0.79, 3.15, -1.17)  0.2189
H (4.01, 1.15, -0.40)  0.2256
C (-2.62, -1.46, -0.03)  -0.3957
N (0.78, -1.22, -0.59)  -0.3802
C (1.58, -0.16, -0.61)  0.4577
H (3.54, 1.65, 1.24)  0.2377
H (0.78, -1.34, -2.61)  0.2140
H (-2.39, -2.50, -0.07)  0.1989
C (3.14, 1.41, 0.20)  -0.4246
H (-3.07, -1.09, -0.89)  0.2186
H (-0.38, -2.48, 0.47)  0.2248
C (-1.38, 0.68, -0.05)  0.4417
H (0.79, 3.01, -0.52)  0.2082
F (-3.70, 0.77, 0.48)  -0.3680
H (1.20, -1.87, 2.03)  0.2299
H (0.92, -2.84, -1.73)  0.2190
H (1.86, 0.06, -1.67)  0.2231
H (2.68, 2.31, -0.28)  0.2056
N (2.20, 0.38, 0.40)  -0.5519
H (-2.68, 2.24, -0.14)  0.4027
N (-0.23, 1.29, -0.17)  -0.3841
N (-1.35, -0.66, 0.27)  -0.4540
N (-2.53, 1.26, -0.28)  -0.1835
C (-0.25, 2.76, -0.27)  -0.4757
C (0.31, -1.23, 1.98)  -0.6270
C (0.44, -1.87, -1.79)  -0.3999
H (0.43, -0.12, 2.08)  0.1985
H (-0.52, -1.58, 2.63)  0.2580


C8H19N | ωB97M-V/def2-TZVPD

Properties
Gap between HOMO and LUMO: 9.72 eV
Structure (SMILES): CC[C@](C)(N)C(C)(C)C
Relative energy (zero: lowest compared OMol25 entry of this formula, charge and spin): 10.9 kcal/mol

Last column: natural (NBO) charge in e.
Element x y z (Å)
H (-2.38, -0.52, -1.24)  0.1982
C (-0.44, -2.00, 0.63)  -0.6207
C (1.64, -0.52, 0.56)  -0.4052
C (-0.69, 0.47, -0.02)  -0.0297
H (-2.69, -0.53, 0.51)  0.2052
H (2.21, 1.58, 0.43)  0.1966
H (-0.67, -1.73, 1.66)  0.2082
H (-0.90, 0.37, 2.14)  0.2087
H (-1.46, 1.87, 1.42)  0.2104
H (-0.37, 1.15, -2.09)  0.2060
C (2.55, 0.60, 0.09)  -0.6167
H (-0.44, -1.66, -1.93)  0.3619
C (-0.36, 1.53, -1.07)  -0.6264
C (-0.69, 1.10, 1.37)  -0.6188
H (0.26, 1.58, 1.59)  0.2069
C (0.13, -0.81, -0.15)  0.1608
H (3.55, 0.46, 0.52)  0.2152
H (0.79, -0.55, -2.08)  0.3631
H (-1.34, -2.38, 0.16)  0.2059
H (2.15, -1.46, 0.36)  0.2066
N (0.37, -1.26, -1.49)  -0.8622
H (2.65, 0.61, -0.99)  0.2005
H (-2.86, 0.96, -0.40)  0.2030
H (0.29, -2.80, 0.64)  0.2217
H (0.61, 2.00, -0.91)  0.2119
H (-1.10, 2.33, -1.04)  0.2115
C (-2.29, 0.04, -0.31)  -0.6177
H (1.49, -0.46, 1.64)  0.1951


C8H19N2O | ωB97M-V/def2-TZVPD

Properties
Charge: +1
Gap between HOMO and LUMO (spin up / spin down): 6.55 / 8.53 eV
Relative energy (zero: lowest compared OMol25 entry of this formula, charge and spin): 133.0 kcal/mol

Last column: natural (NBO) charge in e.
Element x y z (Å)
H (-1.73, 3.00, -1.61)  0.2355
O (0.29, 2.54, -2.14)  -0.4769
H (-0.36, 3.39, -0.45)  0.1919
H (-0.92, -2.63, -0.30)  0.2187
H (2.77, 0.00, 0.34)  0.2370
H (1.96, 2.40, -0.72)  0.2073
H (1.44, -1.48, 1.50)  0.2312
N (0.06, 0.68, -0.14)  -0.1013
C (-0.75, 2.65, -1.26)  -0.0428
C (-1.52, -2.00, 0.25)  -0.4317
H (-2.19, -0.12, 1.93)  0.2102
H (0.38, -2.48, 2.37)  0.2137
C (-1.38, -0.66, 2.32)  -0.4271
C (1.00, 0.38, -1.11)  -0.1429
H (-0.90, 0.19, 2.85)  0.2456
C (1.42, 1.85, -1.61)  -0.0360
H (-2.03, -1.26, -0.40)  0.2113
C (-1.15, 1.24, -0.59)  -0.3152
H (-1.65, -1.47, 2.90)  0.2187
N (-0.66, -1.25, 1.16)  -0.1762
H (-2.51, -2.45, 0.71)  0.2423
C (2.37, -0.27, -0.68)  -0.6389
H (0.46, -0.10, -2.06)  0.2162
C (0.55, -1.97, 1.50)  -0.4149
H (3.09, 0.24, -1.18)  0.2261
H (-1.59, 0.53, -1.23)  0.2013
H (2.59, -1.35, -0.79)  0.2429
H (-1.78, 1.25, 0.24)  0.2203
H (0.69, -2.59, 0.68)  0.2028
H (2.03, 1.75, -2.47)  0.2312


C8H19N3Si2 | ωB97M-V/def2-TZVPD

Properties
Gap between HOMO and LUMO (spin up / spin down): 7.68 / 7.68 eV
Relative energy (zero: lowest compared OMol25 entry of this formula, charge and spin): 16.5 kcal/mol

Last column: natural (NBO) charge in e.
Element x y z (Å)
C (-1.64, -1.37, -2.03)  -1.0717
N (-1.44, 1.89, 0.64)  -0.2925
H (-1.19, -2.25, -1.63)  0.2482
C (-4.21, 0.62, -1.38)  -1.0425
H (-4.51, 1.04, -0.48)  0.2324
C (2.11, -1.54, -0.46)  -1.0813
N (0.69, 1.99, 1.24)  -0.1325
C (-0.47, 2.48, 1.29)  -0.0335
H (3.65, -1.14, 2.51)  0.2352
H (-3.36, -0.88, 1.78)  0.2462
H (1.06, -1.45, -0.60)  0.2359
H (4.12, 0.53, 2.50)  0.2347
C (-1.61, 1.00, -0.09)  0.0500
H (2.40, 0.25, 2.91)  0.2444
H (2.33, -2.42, 0.17)  0.2328
H (-2.31, -1.56, -2.84)  0.2365
H (-3.87, 1.33, -2.09)  0.2405
Si (-2.64, -0.33, -0.74)  1.4826
C (3.81, 1.12, -0.58)  -1.1091
C (-2.84, -1.30, 0.92)  -1.0782
H (-5.10, 0.07, -1.73)  0.2487
H (-0.75, 3.43, 1.66)  0.1834
H (4.54, 0.34, -0.89)  0.2237
H (4.32, 1.87, -0.04)  0.2353
H (-1.88, -1.65, 1.25)  0.2486
H (-0.78, -0.86, -2.46)  0.2569
H (-3.32, -2.24, 0.74)  0.2325
C (3.24, -0.12, 2.27)  -1.1183
N (1.05, 0.99, 0.51)  -0.7814
Si (2.56, 0.12, 0.45)  1.7249
H (3.32, 1.60, -1.47)  0.2389
H (2.73, -1.54, -1.32)  0.2285


C8H19N5O | ωB97M-V/def2-TZVPD

Properties
Charge: +2
Gap between HOMO and LUMO (spin up / spin down): 7.67 / 5.32 eV
Relative energy (zero: lowest compared OMol25 entry of this formula, charge and spin): 127.0 kcal/mol

Last column: natural (NBO) charge in e.
Element x y z (Å)
H (-0.38, -0.77, -1.62)  0.4355
C (-3.82, 1.75, -1.53)  -0.4643
C (-1.84, 0.38, -1.49)  0.5467
N (2.73, 0.24, -0.12)  -0.4640
H (-0.57, -3.74, 1.17)  0.2626
N (-2.94, 0.85, -2.11)  -0.4490
H (-1.25, -0.55, -3.17)  0.4256
N (1.68, -0.16, 1.89)  -0.5424
N (-1.12, -0.51, -2.18)  -0.7107
H (3.46, -0.42, -0.13)  0.4363
H (1.50, -0.38, 2.86)  0.4459
H (4.14, 1.58, -1.03)  0.2415
H (-0.20, -1.79, 2.25)  0.2372
H (-3.18, 0.51, -3.05)  0.4359
H (-0.43, -3.06, -0.64)  0.2319
C (1.00, -0.82, 0.90)  0.2428
H (-1.14, -1.16, 0.92)  0.2740
O (3.89, -0.01, 2.08)  -0.6441
C (3.10, 1.37, -1.08)  -0.3942
H (-4.86, 1.38, -1.40)  0.2631
H (-3.64, 2.05, -0.43)  0.2233
C (-0.15, -1.68, 1.12)  -0.4919
C (2.88, 0.51, 1.51)  0.4302
H (1.02, -3.47, 0.49)  0.2361
H (-3.80, 2.76, -2.07)  0.2540
H (2.30, 2.05, -0.69)  0.2215
H (-1.95, 1.46, 0.29)  0.4006
H (2.91, 1.61, 1.51)  0.1915
C (1.49, -0.35, -0.31)  -0.0203
H (4.66, 0.55, 2.23)  0.5308
H (2.74, 1.08, -2.06)  0.2531
N (-1.46, 0.70, -0.30)  -0.4075
C (-0.04, -3.03, 0.44)  -0.6317


C8H19NO | ωB97M-V/def2-TZVPD

Properties
Gap between HOMO and LUMO: 10.05 eV
Structure (SMILES): CCN(C)C(C)=O.CCC
Relative energy (zero: lowest compared OMol25 entry of this formula, charge and spin): 132.8 kcal/mol

Last column: natural (NBO) charge in e.
Element x y z (Å)
H (1.42, -3.23, -1.11)  0.2121
H (3.49, -0.28, -0.90)  0.2084
C (2.89, -0.03, -1.72)  -0.6279
H (0.71, -1.19, 0.79)  0.1914
H (-3.21, 0.83, 1.43)  0.2465
N (-0.62, 0.23, 1.15)  -0.4639
C (1.97, -1.29, -1.95)  -0.3959
O (0.04, 2.20, 0.45)  -0.6236
H (-1.71, -1.07, -0.29)  0.1920
C (0.86, -0.08, 1.06)  -0.4424
H (0.99, -1.22, -2.20)  0.1993
H (3.14, -2.75, -0.76)  0.2097
H (-2.38, 2.76, 0.43)  0.2369
C (-2.99, -0.26, 1.45)  -0.6547
H (-3.82, -0.60, 0.79)  0.2122
H (2.45, 0.90, -1.52)  0.2166
H (1.61, 0.19, 1.82)  0.2256
H (-2.99, 1.28, -0.35)  0.1917
H (2.33, -1.65, -2.98)  0.1898
C (2.17, -2.48, -0.96)  -0.6212
H (-2.91, -0.89, 2.54)  0.2300
C (-2.15, 1.94, -0.27)  -0.7017
H (-1.41, -2.07, 1.27)  0.2273
H (3.30, 0.03, -2.71)  0.2184
C (-0.79, 1.32, 0.41)  0.6846
H (-1.89, 2.37, -1.31)  0.2400
C (-1.70, -0.90, 0.84)  -0.2244
H (1.49, 0.33, 0.10)  0.2269
H (1.94, -2.25, 0.13)  0.1963


For the records above, the corresponding max |F| values read 0.0479, 0.1652, 0.0666, 0.0957, 0.0848, 0.0949, 0.1031 hartree/bohr.